Entry 1:
The following is a quantum chemistry calculation of the molecule C2H5F2N2P in a non-equilibrium geometry, from OMol25.

The geometry in XYZ format:
```
12
Properties=species:S:1:pos:R:3:forces:R:3:lowdin_charge:R:1
C 0.856315 1.732405 0.613685 0.693 -0.084 -0.399 -0.229
C -1.543283 -2.016379 -0.397342 5.120 -1.170 -0.533 -0.144
N 1.031591 0.385639 1.042125 -2.103 -3.376 0.982 -0.249
N -1.598941 -1.153594 0.498556 1.910 1.126 2.466 -0.075
F 0.894652 -2.107914 1.399054 -1.404 1.283 -0.152 -0.170
F -0.534099 -0.905508 2.931142 0.608 0.301 -2.567 -0.194
P 0.025843 -0.752550 1.387308 0.412 -0.276 0.287 0.701
H 1.745238 1.906723 -0.075579 -0.686 0.823 1.614 0.093
H 0.060093 1.774507 -0.096276 -1.043 0.470 -0.290 0.041
H -2.298833 -2.557473 -0.814508 -3.081 -0.495 -1.017 0.030
H -0.557261 -2.491505 -0.831525 -1.247 1.025 1.005 0.106
H 0.619738 2.319739 1.541153 0.821 0.373 -1.395 0.090
```
Forces are in eV/Å.

ΔE to the lowest compared entry with this formula, charge and spin: 1.3476 eV
Frontier orbital gap: 9.9 eV
E: -729.7983 Eh

Entry 2:
The following is a quantum chemistry calculation of a 2-piece molecular cluster, C2H5F2NO overall in a non-equilibrium geometry, from OMol25.

The geometry in XYZ format:
```
11
Properties=species:S:1:pos:R:3:forces:R:3:lowdin_charge:R:1
C -0.269168 -1.053455 0.065419 1.290 0.006 0.866 -0.021
C -1.075479 1.069782 -0.387111 0.338 0.746 -0.181 -0.235
N 2.129320 0.098889 0.724065 -0.830 0.166 0.008 0.078
O -0.725008 -0.201032 -0.833349 -0.370 0.128 -0.655 -0.076
F -1.899483 0.990679 0.692831 -0.385 -0.109 0.391 0.006
F 2.227097 0.891830 -0.423154 0.140 -0.395 0.167 -0.191
H 0.083959 -1.989965 -0.318351 -0.068 -0.162 -0.165 0.073
H -0.347138 -0.856010 1.120701 -0.245 0.032 -0.012 0.073
H -1.622417 1.561133 -1.197976 0.208 -0.187 0.082 0.139
H -0.183930 1.634868 -0.079235 -0.141 -0.234 -0.100 0.126
H 2.706709 -0.715499 0.487094 0.064 0.010 -0.400 0.026
```
Forces are in eV/Å.

ΔE to the lowest compared entry with this formula, charge and spin: 5.3054 eV
Frontier orbital gap (alpha / beta): 7.2 / 10.9 eV
E: -408.7252 Eh

Entry 3:
The following is a quantum chemistry calculation of a 2-piece molecular cluster, C2H5F3O overall in a non-equilibrium geometry, from OMol25.

The geometry in XYZ format:
```
11
Properties=species:S:1:pos:R:3:forces:R:3:lowdin_charge:R:1
F 1.995584 -2.044703 -0.448673 0.746 -0.546 -1.888 0.009
F 0.094573 -0.346604 -1.361687 -0.410 -0.188 -0.470 0.058
F -0.899109 -2.244655 -0.684195 -1.066 -0.472 -1.227 0.067
C 1.027524 -1.644413 0.370024 -0.951 1.257 2.675 -0.177
C -0.279907 -1.121718 -0.315798 1.923 -0.109 1.313 -0.372
H 0.782892 -2.499609 1.029004 -0.253 0.457 -0.258 0.129
H 1.496481 -0.860781 0.995693 -0.570 -0.058 -0.100 0.125
H -0.980420 -0.526721 0.304808 0.579 -0.336 -0.038 0.160
O -1.248597 3.988194 -0.248637 0.511 -0.722 0.907 -0.088
H -0.490283 3.368109 -0.341964 -0.807 0.665 0.109 0.042
H -1.498737 3.932902 0.701426 0.300 0.053 -1.021 0.045
```
Forces are in eV/Å.

ΔE to the lowest compared entry with this formula, charge and spin: 1.0877 eV
Frontier orbital gap: 12.1 eV
E: -454.0165 Eh

Entry 4:
The following is a quantum chemistry calculation of a 2-piece molecular cluster, C2H5F3OP overall in a non-equilibrium geometry, from OMol25.

The geometry in XYZ format:
```
12
Properties=species:S:1:pos:R:3:forces:R:3:lowdin_charge:R:1
C -1.473785 -0.436906 -0.886027 1.628 -2.848 -0.825 0.013
C -0.557932 0.870000 0.787403 0.232 2.411 -0.921 0.013
O -0.798504 0.718128 -0.434170 -0.245 1.640 1.399 -0.078
F 2.100379 -1.332689 1.109475 -0.016 0.654 0.079 -0.148
F 1.336902 -0.400189 -0.970269 1.443 1.008 2.562 -0.230
F 3.418914 0.507083 0.188189 -2.789 -0.582 0.624 -0.178
P 1.883858 0.104706 0.548353 2.188 -1.544 -3.281 0.975
H -0.844138 -0.783751 -1.791225 -1.245 0.196 1.649 0.148
H -2.440546 -0.144992 -1.203118 -0.930 0.356 -0.280 0.104
H -1.518954 -1.168974 -0.021522 0.015 0.537 -1.330 0.137
H -0.821621 0.191071 1.542673 -0.413 -1.488 0.765 0.111
H -0.284578 1.876511 1.130236 0.131 -0.339 -0.441 0.134
```
Forces are in eV/Å.

Net charge: +1
ΔE to the lowest compared entry with this formula, charge and spin: 0.7508 eV
Frontier orbital gap: 10.1 eV
E: -795.1383 Eh

Entry 5:
The following is a quantum chemistry calculation of the molecule C2H5FN2S in a non-equilibrium geometry, from OMol25.

The geometry in XYZ format:
```
11
Properties=species:S:1:pos:R:3:forces:R:3:lowdin_charge:R:1
C 0.380603 -0.252199 0.080299 -0.777 0.666 0.849 -0.580
C 0.572495 0.464121 1.358124 -0.390 -1.680 1.093 -0.199
H -2.227648 -0.843412 -1.821567 -0.143 -0.005 0.346 -0.151
H -0.525577 1.421426 -0.576895 -0.385 -1.411 -0.614 0.107
H 0.659971 -1.654441 -0.975535 0.142 -0.936 -0.013 0.012
H -0.288824 0.316161 2.025825 0.185 -0.276 -0.096 0.135
H 1.471340 0.026377 1.794011 0.086 0.520 0.240 0.124
N -0.514261 0.388734 -0.735224 -0.830 1.119 -1.257 -0.351
N 0.922923 -1.363904 -0.031725 0.537 -1.336 -1.299 0.146
F 0.641078 1.776354 1.123791 0.602 2.504 -0.074 -0.013
S -1.092100 -0.279216 -2.241104 0.974 0.834 0.825 0.770
```
Forces are in eV/Å.

ΔE to the lowest compared entry with this formula, charge and spin: 0.1564 eV
Frontier orbital gap: 10.4 eV
E: -686.7356 Eh

Entry 6:
The following is a quantum chemistry calculation of a 2-piece molecular cluster, C2H5FS overall in a non-equilibrium geometry, from OMol25.

The geometry in XYZ format:
```
9
Properties=species:S:1:pos:R:3:forces:R:3:lowdin_charge:R:1
C -0.460680 0.514343 0.922341 -0.314 -1.290 -0.397 0.021
C -0.957999 -0.695094 0.754912 -0.421 3.870 2.922 -0.231
F -1.909625 -1.084511 1.579724 -1.424 -0.714 0.608 0.029
S 1.720054 -0.196656 -1.444451 -1.099 1.232 0.133 0.493
H 0.399367 0.755108 0.360708 0.362 0.784 0.083 -0.056
H 2.042424 0.170266 -2.682628 0.055 0.044 -0.216 -0.229
H -0.927146 1.108562 1.661431 -0.013 0.850 0.576 0.063
H -0.664444 -1.414324 0.156491 1.490 -3.401 -3.124 0.048
H 0.758048 0.842306 -1.308529 1.364 -1.375 -0.586 -0.138
```
Forces are in eV/Å.

ΔE to the lowest compared entry with this formula, charge and spin: 1.2598 eV
Frontier orbital gap: 10.7 eV
E: -577.1884 Eh

Entry 7:
The following is a quantum chemistry calculation of the molecule C2H5FS in a non-equilibrium geometry, from OMol25.

The geometry in XYZ format:
```
9
Properties=species:S:1:pos:R:3:forces:R:3:lowdin_charge:R:1
C 0.876161 -0.212579 0.336929 -1.775 1.840 -0.851 -0.094
C -0.272950 0.284361 -0.648115 0.906 1.167 0.965 -0.602
F -0.457341 1.737825 -0.289250 -0.044 -2.363 -0.714 -0.176
S -1.781363 -0.683413 -0.321354 -0.025 0.820 -2.915 0.778
H 1.315462 0.706646 0.695646 0.270 0.303 0.127 0.064
H 1.682968 -0.755239 -0.135694 -0.349 -0.786 0.116 0.072
H 0.283264 -0.600613 1.169687 1.124 -0.705 -0.037 0.040
H -0.016814 0.307143 -1.744991 -0.448 -0.181 1.252 0.108
H -1.629386 -0.784131 0.937142 0.341 -0.096 2.057 -0.190
```
Forces are in eV/Å.

ΔE to the lowest compared entry with this formula, charge and spin: 0.3685 eV
Frontier orbital gap: 10.8 eV
E: -577.2212 Eh

Entry 8:
The following is a quantum chemistry calculation of a 2-piece molecular cluster, C2H5FS2 overall in a non-equilibrium geometry, from OMol25.

The geometry in XYZ format:
```
10
Properties=species:S:1:pos:R:3:forces:R:3:lowdin_charge:R:1
C 1.116248 -0.051389 0.107191 -0.043 0.111 0.042 -0.198
C -0.098472 -0.787623 -0.290173 0.135 -1.319 0.288 -0.561
F -2.792602 0.501433 0.100031 -0.526 0.170 0.253 -0.075
S 1.252684 -3.073649 0.955138 0.054 -0.265 0.095 0.056
S -0.313805 -2.395407 0.034810 0.201 1.404 -0.290 0.436
H 1.959964 -0.351382 -0.522384 0.047 -0.036 0.025 0.087
H 0.977065 1.023479 0.028377 -0.033 0.038 -0.066 0.076
H 1.397975 -0.318491 1.128653 0.038 -0.028 0.006 0.048
H -0.892340 -0.308020 -0.828695 -0.301 0.044 -0.122 0.032
H -3.596497 0.718167 0.522195 0.428 -0.120 -0.231 0.100
```
Forces are in eV/Å.

ΔE to the lowest compared entry with this formula, charge and spin: 0.5930 eV
Frontier orbital gap (alpha / beta): 8.0 / 8.0 eV
E: -975.4076 Eh

Entry 9:
The following is a quantum chemistry calculation of the molecule C2H5IN2OS in a non-equilibrium geometry, from OMol25.

The geometry in XYZ format:
```
12
Properties=species:S:1:pos:R:3:forces:R:3:lowdin_charge:R:1
C 0.210652 1.489329 -1.117688 1.107 -2.162 4.071 -0.849
C -0.828695 -1.892565 -0.249250 1.557 -0.362 1.321 -0.389
N 0.831729 1.135192 1.367801 -1.992 1.328 1.176 -0.081
N 0.100373 0.639394 0.321327 0.773 2.196 -3.917 -0.624
O -0.537850 1.274934 -1.966456 -1.090 0.113 -1.266 0.010
S -1.240844 -0.298616 0.467084 -1.018 -0.425 0.354 0.863
I 2.105160 2.470281 -1.303917 -0.329 0.076 0.137 0.794
H -0.524585 -1.823878 -1.247426 0.524 0.507 -1.609 0.010
H -1.724162 -2.444072 -0.280688 -1.358 -0.647 0.242 0.010
H -0.061278 -2.515663 0.269473 -0.567 0.715 0.019 0.055
H 1.518022 0.447175 1.605511 0.160 -0.081 1.002 0.068
H 0.151479 1.518487 2.134229 2.233 -1.259 -1.530 0.133
```
Forces are in eV/Å.

ΔE to the lowest compared entry with this formula, charge and spin: 1.2146 eV
Frontier orbital gap: 8.9 eV
E: -959.7591 Eh

Entry 10:
The following is a quantum chemistry calculation of C2H5IN3 as an isolated structure in a non-equilibrium geometry, from OMol25.

The geometry in XYZ format:
```
11
Properties=species:S:1:pos:R:3:forces:R:3:lowdin_charge:R:1
C -0.481309 1.836093 0.150401 3.905 -0.340 2.184 -0.386
C 0.462510 -3.228001 -0.615995 0.694 -2.255 0.002 -0.173
N 0.043355 0.659885 0.387457 -0.724 -0.616 -0.371 -0.351
N 0.371416 -2.053253 -1.040887 0.449 0.828 -0.596 -0.361
N 0.214811 2.859745 0.665040 -2.476 0.325 -1.734 0.154
I -1.091866 -0.905616 -0.182597 -0.126 0.293 0.295 1.586
H -1.305342 2.115524 -0.340993 -3.333 0.473 -2.152 0.080
H 1.231543 -3.937134 -1.139457 -1.297 1.511 0.900 0.140
H -0.137453 -3.683007 0.198796 0.336 0.222 -0.440 0.074
H -0.175358 3.807459 0.621577 0.668 -0.726 0.288 0.146
H 0.867694 2.528306 1.296660 1.904 0.285 1.623 0.090
```
Forces are in eV/Å.

Net charge: +1
ΔE to the lowest compared entry with this formula, charge and spin: 0.6181 eV
Frontier orbital gap: 8.7 eV
E: -540.7840 Eh